Here is a structure of composition C7H10O3 from the OMol25 dataset. Energies are from ωB97M-V with the def2-TZVPD basis set.

Properties
highest occupied orbital energy	-7.8	eV

Geometry as XYZ:
```
20
C7H10O3, DFT ωB97M-V with the def2-TZVPD basis set
C 0.43254 -1.17789 0.92022
C 3.42967 0.78225 0.03291
C 3.05800 0.91504 -1.08992
C -0.32026 -0.77304 -0.10147
C -0.39245 0.57725 0.61490
C -0.78042 -1.19497 -1.45270
C -1.66591 1.15131 1.12071
O 0.94428 -2.32889 1.32330
O 0.45534 0.05164 1.60876
O 0.23067 1.50093 -0.15540
H 3.56866 0.64919 1.07511
H 1.36441 -2.15996 2.14233
H 2.66390 0.92924 -2.12011
H -1.08727 -0.17298 -1.75016
H -1.56339 -1.96425 -1.35097
H -0.07486 -1.42733 -2.17925
H -1.44791 2.07882 1.44262
H -2.38390 0.48896 1.81162
H -2.22074 1.26751 0.19563
H 1.28120 1.53586 -0.21157
```